121
Properties=species:S:1:pos:R:3:forces:R:3 method="wB97M-V/def2-TZVPD" max_force_ev_per_a=1.31 e_tot_ha=-2499.11115 e_lumo_ev="-7.159 / -7.240" total_charge=+2 relative_energy_kcal_mol=0.0 gap_ev="5.9 / 5.8"
Y 0.580 0.066 0.320 -0.672 0.219 -1.106
C -2.493 2.697 6.678 0.089 -0.102 0.068
C -3.227 3.086 5.391 0.057 0.065 -0.238
C -4.511 2.261 5.258 -0.096 -0.076 0.056
C -3.606 4.565 5.472 -0.043 0.102 0.060
C -2.311 2.789 4.198 0.022 0.265 -0.031
C -1.999 1.515 3.854 0.185 -0.287 -0.332
C -1.146 1.262 2.735 -0.388 -0.154 0.674
N -0.680 0.063 2.340 0.032 0.297 -0.165
C -0.733 -1.118 2.951 -0.219 -0.248 0.891
C -1.071 -1.373 4.329 0.098 0.349 -0.557
C -1.204 -2.645 4.758 0.098 -0.604 -0.127
C -0.993 -3.709 3.799 -0.050 -0.172 0.254
C -0.568 -3.569 2.510 -0.057 0.149 0.216
C -0.359 -2.227 2.085 0.074 -0.130 -0.487
O 0.124 -1.945 0.914 0.009 -0.028 0.397
C -0.292 -4.757 1.592 -0.088 0.037 0.119
C -1.079 -4.615 0.283 -0.015 -0.008 -0.119
C -0.724 -6.071 2.246 0.023 -0.106 -0.027
C 1.212 -4.842 1.313 0.104 -0.129 -0.002
C -1.542 -3.039 6.190 -0.034 0.120 -0.154
C -2.844 -3.853 6.183 -0.081 -0.047 0.052
C -1.733 -1.808 7.071 -0.014 0.076 0.088
C -0.403 -3.892 6.762 0.090 -0.047 -0.002
C -0.734 2.352 1.882 0.688 0.100 -0.566
O -0.027 2.046 0.815 -0.137 0.041 0.411
C -1.020 3.686 2.246 -0.260 0.006 0.158
C -1.756 3.837 3.399 -0.175 0.220 0.037
C -0.508 4.913 1.480 -0.114 -0.085 0.005
C -1.333 6.151 1.849 0.058 0.137 -0.004
C 0.948 5.146 1.891 0.174 -0.033 0.016
C -0.591 4.764 -0.049 -0.127 0.045 -0.005
H -3.113 2.913 7.549 -0.043 0.008 -0.008
H -1.560 3.251 6.787 0.014 0.009 -0.012
H -2.258 1.629 6.694 0.006 0.014 -0.003
H -5.182 2.488 6.087 0.009 0.010 0.010
H -4.317 1.187 5.289 0.011 0.004 -0.006
H -5.038 2.484 4.329 0.018 0.030 -0.019
H -4.300 4.707 6.301 -0.001 -0.001 0.005
H -4.104 4.925 4.569 -0.014 -0.073 -0.030
H -2.746 5.209 5.666 0.034 -0.036 0.017
H -2.440 0.687 4.384 0.014 0.005 -0.014
H -1.160 -0.550 5.016 0.011 0.024 -0.019
H -1.143 -4.714 4.168 -0.034 0.040 -0.005
H -2.154 -4.601 0.471 -0.012 0.003 0.030
H -0.868 -5.476 -0.353 -0.017 -0.020 -0.015
H -0.814 -3.716 -0.272 0.025 -0.036 0.050
H -1.791 -6.091 2.475 -0.020 0.049 -0.010
H -0.169 -6.292 3.159 0.039 0.037 -0.017
H -0.526 -6.885 1.549 -0.010 -0.019 0.002
H 1.597 -3.951 0.824 -0.024 0.106 -0.029
H 1.410 -5.698 0.665 0.015 0.008 -0.015
H 1.771 -4.994 2.238 -0.012 0.015 0.013
H -3.671 -3.285 5.755 0.012 0.041 -0.006
H -3.113 -4.114 7.208 0.004 0.005 0.011
H -2.754 -4.788 5.630 0.036 0.005 -0.022
H -2.549 -1.172 6.716 -0.020 -0.031 -0.021
H -0.825 -1.204 7.133 0.020 -0.016 -0.005
H -1.985 -2.120 8.084 0.003 -0.011 0.006
H -0.244 -4.806 6.189 -0.006 0.005 -0.013
H -0.638 -4.191 7.784 -0.033 0.024 0.020
H 0.535 -3.335 6.781 0.004 0.014 0.000
H -1.985 4.846 3.710 0.018 -0.066 -0.008
H -1.176 6.479 2.878 0.031 -0.033 -0.001
H -2.402 5.992 1.699 -0.001 -0.019 -0.039
H -1.028 6.979 1.210 -0.002 0.022 0.008
H 1.037 5.306 2.967 -0.038 0.004 0.006
H 1.347 6.031 1.392 -0.022 0.017 -0.025
H 1.580 4.297 1.623 -0.028 -0.012 0.008
H -1.597 4.491 -0.376 -0.020 0.007 0.054
H 0.107 4.036 -0.451 0.077 -0.059 0.067
H -0.357 5.734 -0.491 0.004 -0.024 -0.050
N 0.890 0.307 -2.299 -0.112 0.121 0.210
N -0.480 0.008 -1.928 -0.347 -0.121 0.198
H 0.919 1.086 -2.953 0.107 -0.092 0.011
H 1.316 -0.497 -2.756 -0.005 0.041 0.026
H -0.878 -0.768 -2.458 0.118 0.156 0.007
H -1.064 0.824 -2.108 0.085 -0.108 -0.018
C 6.802 1.074 0.119 0.029 -0.064 -0.032
C 5.767 2.163 0.032 -0.013 0.006 -0.001
C 6.194 3.489 0.055 0.003 -0.017 -0.030
C 5.302 4.548 -0.015 -0.016 -0.005 -0.002
C 3.941 4.304 -0.106 0.106 -0.105 0.007
C 3.493 2.991 -0.120 -0.031 0.102 -0.026
C 4.389 1.921 -0.058 0.125 0.319 0.022
Sb 3.533 0.011 -0.106 0.516 0.105 0.127
C 4.156 -0.766 -1.944 -0.002 -0.067 -0.361
C 4.894 0.044 -2.805 0.009 -0.109 -0.080
C 5.242 -0.413 -4.071 -0.026 0.047 0.126
C 4.841 -1.675 -4.475 -0.002 -0.044 -0.036
C 4.089 -2.477 -3.626 0.024 0.057 0.023
C 3.730 -2.038 -2.355 0.000 -0.004 -0.083
C 2.900 -2.923 -1.465 -0.130 -0.078 0.077
C 4.542 -1.134 1.314 0.206 -0.257 0.365
C 5.517 -2.053 0.942 0.044 -0.033 0.034
C 6.162 -2.822 1.902 -0.060 0.061 -0.024
C 5.831 -2.662 3.239 -0.023 0.020 0.010
C 4.854 -1.749 3.612 0.030 -0.059 -0.059
C 4.190 -0.983 2.661 -0.004 0.016 0.086
C 3.115 -0.020 3.103 -0.179 -0.010 0.053
H 7.772 1.453 -0.199 0.014 0.003 0.040
H 6.573 0.213 -0.510 -0.092 0.028 -0.034
H 6.905 0.704 1.141 -0.014 0.020 0.029
H 7.256 3.689 0.118 0.012 0.024 0.010
H 5.675 5.563 -0.001 0.000 0.018 -0.001
H 3.236 5.121 -0.165 -0.019 0.025 -0.003
H 2.420 2.826 -0.182 0.021 -0.099 0.006
H 5.205 1.032 -2.490 0.011 0.027 0.006
H 5.827 0.215 -4.728 0.007 0.004 -0.020
H 5.113 -2.042 -5.455 0.000 -0.005 -0.012
H 3.781 -3.463 -3.950 0.003 -0.017 -0.019
H 2.738 -3.903 -1.912 0.042 0.001 -0.029
H 1.899 -2.512 -1.272 0.011 0.061 -0.003
H 3.361 -3.084 -0.488 0.063 0.025 0.005
H 5.788 -2.170 -0.102 -0.004 0.006 -0.012
H 6.921 -3.534 1.608 0.017 -0.008 -0.014
H 6.334 -3.249 3.995 0.015 -0.010 0.013
H 4.603 -1.630 4.659 0.004 -0.003 0.019
H 3.043 0.033 4.189 0.116 -0.004 0.005
H 2.118 -0.364 2.778 0.048 0.025 -0.070
H 3.275 0.999 2.741 0.011 -0.023 -0.043